The following is a DFT calculation (ωB97M-V/def2-TZVPD) of a molecular structure, C8H15N.

As for the multiplicity: 1. The highest occupied orbital energy (alpha / beta) is -7.82 / -7.82 eV. The gap between HOMO and LUMO (alpha / beta) comes out at 0.2736 / 0.2735 hartree. The total energy comes out at -10024.4474 eV. The net charge is 0.

CARTESIAN COORDINATES (ANGSTROEM)
C (-0.92104, 0.33272, 0.90815)
C (-1.11720, -0.24707, 2.30514)
C (-0.32860, 1.60219, 0.84902)
C (-2.10122, 0.10634, -0.02206)
C (1.62376, -1.37978, -2.04930)
C (1.33182, -0.47737, -0.86938)
C (0.42316, -0.93990, 0.21581)
C (1.48097, 0.98483, -1.08218)
N (1.71503, -0.91763, 0.49286)
H (-0.26168, -1.76095, 0.36187)
H (-1.85481, 0.41833, -1.03701)
H (-1.85236, 0.33424, 2.86454)
H (-1.48370, -1.27308, 2.25025)
H (-0.17677, -0.23733, 2.85506)
H (-0.78090, 2.37528, 0.24170)
H (0.89348, 1.53108, -0.15481)
H (0.26888, 1.93808, 1.68706)
H (-2.39258, -0.94435, -0.03976)
H (-2.97023, 0.68003, 0.30497)
H (0.96469, -1.14502, -2.88842)
H (1.47971, -2.42362, -1.77038)
H (2.65529, -1.25643, -2.38456)
H (2.52109, 1.29069, -1.14960)
H (0.88320, 1.40873, -1.88899)

***

The following is a DFT calculation (ωB97M-V/def2-TZVPD) of a gas-phase ion, C8H15N2 (charge +1).

As for the multiplicity: 1. The highest occupied orbital energy is -14.27 eV. The gap between HOMO and LUMO comes out at 0.4116 hartree. The total energy comes out at -11508.9756 eV. As for the SMILES: CC(C)[NH2+][C@]12N[C@H]1[C@@H]1C[C@@H]12. The net charge is +1.

CARTESIAN COORDINATES (ANGSTROEM)
C (-2.77192, -0.34127, -1.26421)
C (-1.31705, 0.09367, -1.10872)
C (-0.30514, -0.52543, -2.15924)
N (-0.80092, -0.45287, 0.24765)
C (0.61447, -0.30048, 0.51235)
N (1.52737, -1.39790, 0.33959)
C (1.60356, -0.73278, 1.64113)
C (2.18859, 0.62370, 1.68306)
C (1.15086, 1.63935, 2.08022)
C (1.21291, 1.09225, 0.65703)
H (-3.01245, -1.51590, -1.20577)
H (-3.22879, 0.08924, -0.39446)
H (-3.22114, 0.03008, -2.28777)
H (-1.20835, 1.18012, -1.37340)
H (-0.34339, 0.08971, -3.07918)
H (-0.44653, -1.61246, -2.39839)
H (0.69734, -0.39347, -1.75020)
H (-0.96631, -1.48105, 0.18462)
H (-1.35957, 0.00056, 1.09798)
H (2.29679, -1.42152, -0.28483)
H (1.38988, -1.14190, 2.65599)
H (3.27801, 0.70646, 1.55657)
H (0.29182, 1.28969, 2.65016)
H (1.33076, 2.76956, 2.25026)
H (1.39919, 1.71266, -0.25046)

***

The following is a DFT calculation (ωB97M-V/def2-TZVPD) of a gas-phase ion, C8H15N2 (charge +1).

As for the multiplicity: 1. The highest occupied orbital energy is -14.27 eV. The gap between HOMO and LUMO comes out at 0.4121 hartree. The total energy comes out at -11508.8045 eV. As for the SMILES: CC(C)[NH2+][C@]12N[C@H]1[C@@H]1C[C@@H]12. The net charge is +1.

CARTESIAN COORDINATES (ANGSTROEM)
C (-0.80034, -2.65196, -0.69092)
C (-0.56475, -1.16925, -0.96004)
C (0.10008, -0.90705, -2.37337)
N (0.26717, -0.63356, 0.14431)
C (0.50630, 0.78067, 0.24126)
N (1.72401, 1.30724, -0.31540)
C (1.49027, 1.53733, 1.12051)
C (0.33983, 2.38948, 1.69573)
C (-0.73913, 1.38958, 2.15720)
C (-0.67094, 1.68812, 0.74550)
H (0.16196, -3.19216, -0.58951)
H (-1.46404, -2.88017, 0.04825)
H (-1.45805, -3.10054, -1.53313)
H (-1.51649, -0.61798, -1.00103)
H (1.11214, -0.51972, -2.25890)
H (-0.44916, -0.28403, -3.11698)
H (0.25661, -1.85209, -2.89384)
H (1.18111, -1.03582, 0.34769)
H (-0.33502, -1.01588, 1.01670)
H (1.66344, 2.04827, -0.94841)
H (2.17479, 1.07090, 1.80561)
H (0.66829, 3.39858, 2.03596)
H (-0.41796, 0.38584, 2.47938)
H (-1.73718, 1.76987, 2.72949)
H (-1.49295, 2.09433, 0.11394)

***

The following is a DFT calculation (ωB97M-V/def2-TZVPD) of a gas-phase ion, C8H15N2O (charge +1).

As for the multiplicity: 1. The highest occupied orbital energy is -13.56 eV. The gap between HOMO and LUMO comes out at 0.3297 hartree. The total energy comes out at -13557.5640 eV. The net charge is +1.

CARTESIAN COORDINATES (ANGSTROEM)
C (-2.40310, 0.02768, -0.36411)
C (2.10311, 0.96451, -0.80570)
C (2.69846, 0.32152, 0.35578)
C (-0.85267, -1.07564, 0.99404)
C (1.30839, -0.20833, -0.13355)
C (0.11187, 0.00088, 0.65825)
C (1.53850, -1.45214, -0.92299)
C (-0.06628, 1.28466, 1.46716)
N (-1.36097, 0.28690, -1.07168)
N (-3.72267, 0.22974, -0.64095)
O (-2.23875, -0.60818, 0.81404)
H (1.89183, 1.96221, -0.57497)
H (2.52727, 0.50279, -1.76414)
H (3.39319, -0.47477, 0.24783)
H (2.75823, 0.85104, 1.27419)
H (-0.91772, -2.02557, 0.52370)
H (-0.79914, -1.21229, 2.11746)
H (0.63447, -1.65085, -1.69486)
H (1.47748, -2.44982, -0.38730)
H (2.35751, -1.31280, -1.57304)
H (-1.15791, 1.15237, 1.83552)
H (-0.13311, 2.05948, 0.62925)
H (0.69314, 1.35929, 2.16235)
H (-1.44353, 0.91382, -1.88417)
H (-4.07194, 0.84761, -1.22654)
H (-4.32565, -0.29409, -0.03560)